The following is a quantum chemistry calculation of the ion C4H10NO with charge -1, from the OMol25 dataset.

Properties
Structure (SMILES) ... CCCNC[O-]
Total charge ... -1
Highest occupied orbital energy ... -0.0804 Eh
F_max ... 1.46 eV/A
Molecular weight ... 88.1 g/mol
Orbital gap ... 0.2274 hartree

```
16
Properties=species:S:1:pos:R:3:forces:R:3:mulliken_charge:R:1
C -0.606147 0.273214 -0.660531 -0.6272 -0.4635 1.2351 -0.705
N -1.025556 -0.634944 0.377656 0.6242 0.6155 0.7650 -0.186
C -0.629404 -2.088816 0.207922 0.1348 0.3775 -0.8871 -0.250
O -1.262852 -2.924950 0.971848 0.0189 -0.0758 0.2575 -0.823
C 0.187723 1.512795 -0.227428 0.3953 0.0322 -0.5896 -0.545
C 1.485769 1.080421 0.443052 0.1223 1.0743 0.4647 -1.088
H -1.491790 0.560189 -1.226292 0.0743 0.2612 -0.6891 0.285
H 0.095948 -0.318643 -1.253163 -0.1324 0.1562 -0.5878 0.404
H -1.963870 -0.491400 0.713301 -0.1728 -0.4317 -0.1911 0.181
H 0.503869 -2.006294 0.288109 -0.0843 -0.2648 0.3431 0.058
H -0.732393 -2.283350 -0.925345 -0.2292 -0.0247 0.1659 0.108
H 0.282034 2.081297 -1.163349 0.6822 0.0277 0.0066 0.307
H -0.246253 2.245941 0.450491 -0.8487 -0.3238 0.1768 0.303
H 1.990199 0.268561 -0.062516 0.0643 -0.2563 -0.0340 0.325
H 1.222947 0.815321 1.463282 0.0033 -0.6915 0.0042 0.268
H 2.189777 1.910658 0.602964 -0.0249 -0.0125 -0.4403 0.356
```
Positions in Å, forces in eV/Å.

The following is a quantum chemistry calculation of the ion C4H10NO with charge -2, from the OMol25 dataset.

Properties
Total charge ... -2
⟨S²⟩ ... 0.751
Highest occupied orbital energy (alpha / beta) ... 0.1526 / 0.0203 Eh
F_max ... 4.93 eV/A
Molecular weight ... 88.1 g/mol
Orbital gap (alpha / beta) ... 0.1102 / 0.2374 hartree
Spin multiplicity ... 2

```
16
Properties=species:S:1:pos:R:3:forces:R:3:mulliken_charge:R:1
C -2.302550 0.929478 -0.160731 0.7387 0.8745 -2.7983 -4.520
N -1.090350 0.481307 0.525172 -0.3129 0.3527 1.0436 -0.178
C -0.019622 -1.510787 -0.521186 -0.8653 -1.5234 0.3081 -1.451
C 0.080112 -0.058917 -0.281157 -1.8305 4.5273 -0.0100 0.968
C 1.290140 0.320739 0.571664 3.2285 -3.5717 1.0631 -0.867
O 2.417698 -0.236633 -0.070631 -0.6306 1.0736 0.7315 -0.917
H -2.791387 0.139370 -0.726480 0.4553 -0.6102 -0.5349 0.734
H -3.280975 1.293284 0.227248 0.9986 0.3352 1.3089 1.831
H -1.948071 1.730597 -0.935188 -1.0035 -0.9666 0.7581 0.275
H -0.670789 1.328749 0.930012 -0.5082 -0.5462 0.0493 0.305
H 0.798204 -1.855496 -1.127384 0.3335 0.0390 -0.5465 0.319
H -1.013288 -1.797659 -0.984363 0.9921 0.3254 0.5551 0.477
H 0.142858 -2.064642 0.444158 -0.4855 0.5432 -0.6105 0.210
H 0.100390 0.612490 -1.257858 0.1924 -1.5785 1.3204 0.385
H 1.117985 -0.261521 1.612805 -0.1608 0.5638 -1.3264 0.175
H 1.547456 1.315665 1.054349 -1.1418 0.1620 -1.3115 0.254
```
Positions in Å, forces in eV/Å.

The following is a quantum chemistry calculation of a cluster of 2 separate species, C4H10NO in total, from the OMol25 dataset.

Properties
Total charge ... +1
Highest occupied orbital energy ... -0.5272 Eh
F_max ... 2.68 eV/A
Molecular weight ... 88.1 g/mol
Orbital gap ... 0.3321 hartree

```
16
Properties=species:S:1:pos:R:3:forces:R:3:mulliken_charge:R:1
C 1.434487 -0.953892 1.334322 -1.0857 0.2364 -0.2245 -1.387
C 0.129781 -0.316236 0.921352 -0.6431 -1.9431 -1.4060 0.898
C -1.096736 -0.807534 1.133876 0.3608 0.4616 -0.3054 -0.803
C 1.242990 1.342657 -0.408090 -1.4712 0.6054 -1.3694 -0.146
N 0.194397 0.637705 -0.155013 1.7604 1.0745 1.7153 0.065
H 1.919416 -1.321321 0.425160 0.3695 0.1271 0.2768 0.403
H 1.154690 -1.810944 1.943664 0.2696 0.0458 0.1001 0.369
H 2.033972 -0.263764 1.924244 0.3087 -0.1294 -0.1043 0.375
H -1.940424 -0.259672 0.729987 -0.1292 -0.3489 -0.1432 0.261
H -1.276929 -1.755600 1.620470 0.0349 0.3376 0.5713 0.270
H 0.976149 2.220832 -0.990875 0.7191 -0.1717 -0.4656 0.242
H 2.278079 1.141905 -0.187544 -0.1052 -0.2340 0.8444 0.310
H -0.632533 0.887714 -0.695923 -0.3902 -0.3195 0.4416 0.159
H -2.335952 -0.105548 -3.018101 -0.2809 -1.1234 -0.7928 0.310
H -2.109560 1.151764 -2.372887 -0.0490 0.2879 0.3080 0.319
O -1.971827 0.211935 -2.204641 0.3313 1.0937 0.5537 -0.644
```
Positions in Å, forces in eV/Å.

The following is a quantum chemistry calculation of the ion C4H10NO with charge +1, from the OMol25 dataset.

Properties
Structure (SMILES) ... C[C@@]1(C[NH3+])CO1
Total charge ... +1
Highest occupied orbital energy ... -0.5543 Eh
F_max ... 5.82 eV/A
Molecular weight ... 88.1 g/mol
Orbital gap ... 0.4309 hartree

```
16
Properties=species:S:1:pos:R:3:forces:R:3:mulliken_charge:R:1
C 1.546941 0.897731 0.018638 0.6724 2.0810 1.2461 -0.539
C 0.546766 -0.113578 0.221932 -4.0837 2.0309 2.1159 0.974
C 0.694219 -1.458514 0.830086 2.1252 0.2394 0.2471 -1.185
C -1.242210 0.464754 0.416943 4.6352 -2.0231 -2.8775 -0.756
N -1.487726 0.429221 -1.065486 0.4890 0.4436 -0.3160 -0.303
O 0.888529 0.181123 -1.071089 1.7321 0.0771 -0.8849 -0.571
H 1.424617 2.043566 0.144317 -0.4385 -2.1409 -0.5709 0.250
H 2.562542 0.625327 0.326231 -0.1156 -0.2291 -0.8776 0.287
H 0.692979 -1.343559 1.954334 -0.4765 -0.3398 -1.2335 0.318
H 1.788519 -1.757629 0.583954 -1.9969 -0.1846 0.1854 0.356
H -0.100055 -2.099571 0.408543 0.7200 -0.2621 0.5409 0.315
H -1.445717 1.424641 0.772573 -0.1972 1.1785 0.8866 0.405
H -1.607023 -0.408436 0.869253 -1.2082 -0.5489 0.7619 0.409
H -1.205207 -0.459562 -1.452794 -1.2156 -1.2934 0.1580 0.338
H -0.647646 0.831868 -1.585438 -0.8716 1.0751 0.8316 0.388
H -2.409533 0.742625 -1.371993 0.2298 -0.1039 -0.2129 0.312
```
Positions in Å, forces in eV/Å.

The following is a quantum chemistry calculation of a cluster of 2 separate species, C4H10NO in total, from the OMol25 dataset.

Properties
Total charge ... +1
Highest occupied orbital energy ... -0.5173 Eh
F_max ... 1.37 eV/A
Molecular weight ... 88.1 g/mol
Orbital gap ... 0.3612 hartree

```
16
Properties=species:S:1:pos:R:3:forces:R:3:mulliken_charge:R:1
C 1.291137 -1.091603 -0.161925 0.3202 -0.2276 -0.0917 -0.116
C -2.060983 -0.396879 -0.220297 0.1236 -0.1294 -0.1363 0.201
C -3.216891 0.408341 0.230218 -0.0489 0.2105 0.2534 -0.944
C 2.694301 0.850119 -0.124042 0.4300 1.0618 -0.7433 -0.851
N 2.139727 -0.351085 0.441908 -0.6262 -0.6107 0.5177 0.000
O -0.921861 -0.248975 0.180309 -0.0408 0.0699 0.0617 -0.483
H 1.072139 -0.897998 -1.204265 -0.0270 0.0885 0.0943 0.289
H 0.893314 -1.980929 0.302378 0.0502 0.0577 0.1413 0.293
H -2.278020 -1.157967 -0.985899 0.0952 -0.0723 -0.0891 0.361
H -3.077360 0.750119 1.253622 0.0009 0.0156 0.0116 0.292
H -4.149544 -0.137207 0.120386 -0.0384 -0.0635 0.0114 0.322
H -3.278191 1.292456 -0.409334 -0.0085 0.0279 -0.0827 0.294
H 3.350503 1.341244 0.588981 -0.0611 -0.1103 0.0402 0.334
H 3.267013 0.623393 -1.024470 0.0023 -0.0979 0.1168 0.339
H 1.893963 1.538088 -0.402088 0.0200 -0.0701 0.1476 0.334
H 2.380760 -0.541114 1.414514 -0.1916 -0.1503 -0.2528 0.335
```
Positions in Å, forces in eV/Å.

The following is a quantum chemistry calculation of a cluster of 2 separate species, C4H10NO in total, from the OMol25 dataset.

Properties
Total charge ... +1
Highest occupied orbital energy ... -0.5132 Eh
F_max ... 5.32 eV/A
Molecular weight ... 88.1 g/mol
Orbital gap ... 0.3082 hartree

```
16
Properties=species:S:1:pos:R:3:forces:R:3:mulliken_charge:R:1
C 1.608148 -0.128457 1.922677 3.4805 0.0848 1.9779 -1.169
C 0.785035 -0.139848 0.728592 -2.3171 -0.9958 -0.0129 -0.178
C -0.291345 0.621625 0.657107 -0.6269 1.3910 0.9533 0.100
N -1.422023 0.148879 -0.141986 1.3440 4.9525 -1.4017 -0.024
C -2.034272 0.983333 -0.937427 0.3403 -1.4254 0.9010 -0.117
H 1.210411 -0.692616 2.830487 -0.2546 0.9911 -1.3068 0.279
H 2.054354 0.873041 2.277513 -1.1668 -1.3029 -0.6057 0.330
H 2.503027 -0.731543 1.725407 0.1010 0.2233 -0.0413 0.339
H 0.740322 -0.970338 0.013221 0.7021 -0.0804 0.6062 0.233
H -0.337688 1.593546 1.216551 -0.7018 -1.1619 -0.5703 0.342
H -1.198892 -0.745287 -0.435283 -0.5971 -2.8556 -0.8946 0.276
H -2.680963 0.657947 -1.759929 0.1857 -0.0550 0.5054 0.301
H -1.801109 2.019901 -0.763165 -0.4472 0.3540 0.0337 0.289
H 0.403670 -0.383494 -2.665067 0.5920 0.1351 -0.6781 0.304
H 0.416123 -1.999696 -2.502957 -0.7709 2.5215 0.5140 0.318
O 0.045202 -1.106991 -2.165741 0.1367 -2.7762 0.0199 -0.623
```
Positions in Å, forces in eV/Å.

The following is a quantum chemistry calculation of the ion C4H10NO2 with charge -1, from the OMol25 dataset.

Properties
Structure (SMILES) ... [O-]CNCCCO
Total charge ... -1
Highest occupied orbital energy ... -0.0934 Eh
F_max ... 2.57 eV/A
Molecular weight ... 104.1 g/mol
Orbital gap ... 0.2371 hartree

```
17
Properties=species:S:1:pos:R:3:forces:R:3:mulliken_charge:R:1
C -1.083828 0.076091 0.025524 0.9443 0.2333 1.4053 -0.637
C -0.406900 -1.215435 -0.559168 -0.1364 0.1196 -2.0403 -0.677
C 0.958074 -0.957814 -1.199872 0.9205 2.4017 0.0746 -0.305
O 0.962496 -0.150200 -2.516113 -0.1915 -1.7077 0.9970 -0.580
N -0.056697 1.089462 0.348171 1.2238 0.6306 1.9946 -0.419
C 0.295916 1.029680 1.887395 -2.1521 -0.8829 0.7148 -0.419
O -0.843500 1.147603 2.625840 1.2288 0.2672 -0.4151 -0.883
H -1.554785 -0.334587 0.984964 -0.1349 1.3825 -1.2048 0.242
H -1.669510 0.781345 -0.568536 -1.1479 -1.5836 -0.6060 0.432
H -1.000246 -1.789535 -1.318758 -0.0872 0.8254 0.3496 0.343
H -0.291876 -1.993255 0.196592 0.3003 0.3512 0.4589 0.323
H 1.519225 -1.909922 -1.361578 -0.4313 0.8892 -0.3701 0.319
H 1.530557 -0.245508 -0.501661 -0.7146 -1.4289 -0.8739 0.228
H 0.271961 0.531599 -2.565614 0.2357 -0.5366 0.8762 0.293
H -0.406852 2.083317 0.321864 -0.1402 -1.7541 -0.1698 0.294
H 1.024170 1.865639 2.033950 0.0885 -0.4170 -0.1535 0.276
H 0.751800 -0.008472 2.167003 0.1942 1.2099 -1.0376 0.167
```
Positions in Å, forces in eV/Å.

| no. | E (a.u.) |
| --- | --- |
| 1 | -288.3659 |
| 2 | -288.1666 |
| 3 | -288.0980 |
| 4 | -288.0451 |
| 5 | -288.1226 |
| 6 | -288.0687 |
| 7 | -363.5736 |